(1)
The following is a quantum chemistry calculation of 13 unconnected molecules or ions with the total composition C39H100N4O16P in a non-equilibrium geometry, from the OMol25 dataset.

Atoms and positions in Å:
1 C 1.07 -5.52 4.86
2 C 0.20 -6.57 4.15
3 O 0.79 -7.00 2.93
4 C 0.20 -6.37 1.82
5 C 0.88 -6.84 0.55
6 O 0.07 -6.70 -0.61
7 C -0.55 -5.44 -0.67
8 C -0.93 -5.13 -2.11
9 O -2.02 -4.22 -2.04
10 C -2.01 -3.15 -2.95
11 C -2.13 -1.82 -2.19
12 C -2.01 -1.97 -0.70
13 C -1.80 -0.62 -0.04
14 C -2.02 -0.75 1.46
15 C -2.38 0.50 2.29
16 C -1.83 1.89 1.90
17 C -0.81 2.44 2.90
18 C 0.60 1.80 2.93
19 C 1.72 2.86 2.83
20 C 2.83 2.60 1.79
21 C 3.44 3.93 1.31
22 C 4.96 3.96 1.25
23 C 5.62 3.07 0.19
24 C 5.40 3.59 -1.23
25 C 4.60 2.63 -2.11
26 N 5.09 1.27 -2.06
27 C 6.18 0.75 -2.71
28 C 6.28 -0.59 -2.40
29 C 5.21 -0.91 -1.52
30 C 4.52 0.27 -1.34
31 P -0.01 -0.24 -0.34
32 O 0.80 -1.18 0.47
33 N -2.79 0.30 -0.71
34 C -3.71 -0.20 -1.52
35 N -5.01 0.29 -1.42
36 N -3.44 -1.14 -2.47
37 H 0.55 -4.57 4.92
38 H 1.33 -5.84 5.86
39 H 1.98 -5.36 4.29
40 H -0.78 -6.15 3.98
41 H 0.07 -7.43 4.79
42 H -0.86 -6.61 1.76
43 H 0.31 -5.28 1.90
44 H 1.08 -7.90 0.68
45 H 1.84 -6.33 0.41
46 H 0.11 -4.65 -0.33
47 H -1.47 -5.38 -0.09
48 H -1.25 -6.03 -2.62
49 H -0.07 -4.69 -2.61
50 H -1.13 -3.13 -3.58
51 H -2.87 -3.23 -3.62
52 H -1.37 -1.16 -2.60
53 H -2.88 -2.47 -0.27
54 H -1.17 -2.62 -0.48
55 H -1.14 -1.22 1.88
56 H -2.82 -1.47 1.59
57 H -2.02 0.29 3.29
58 H -3.46 0.53 2.36
59 H -2.67 2.59 1.95
60 H -1.43 1.98 0.90
61 H -0.67 3.48 2.61
62 H -1.27 2.48 3.88
63 H 0.73 0.98 2.24
64 H 0.71 1.36 3.92
65 H 2.22 2.95 3.78
66 H 1.31 3.84 2.61
67 H 2.45 2.00 0.96
68 H 3.62 2.01 2.24
69 H 3.13 4.69 2.02
70 H 3.04 4.24 0.35
71 H 5.34 3.65 2.22
72 H 5.33 4.98 1.09
73 H 6.68 3.07 0.39
74 H 5.27 2.05 0.31
75 H 4.83 4.51 -1.19
76 H 6.32 3.83 -1.74
77 H 3.55 2.63 -1.82
78 H 4.68 2.96 -3.14
79 H 6.81 1.34 -3.35
80 H 7.02 -1.28 -2.77
81 H 4.97 -1.85 -1.07
82 H 3.68 0.51 -0.73
83 H 0.24 1.10 -0.01
84 H 0.26 -0.38 -1.71
85 H -3.27 0.92 -0.06
86 H -5.20 1.21 -1.77
87 H -5.74 -0.28 -1.05
88 H -3.36 -0.63 -3.37
89 C 7.85 0.51 2.63
90 O 7.50 0.89 1.30
91 H 8.15 1.40 3.16
92 H 7.00 0.05 3.14
93 H 8.69 -0.20 2.63
94 H 7.23 0.10 0.82
95 C -4.77 -1.40 -5.77
96 O -3.39 -1.15 -5.49
97 H -5.33 -1.30 -4.84
98 H -5.15 -0.67 -6.49
99 H -4.91 -2.41 -6.16
100 H -2.91 -1.24 -6.32
101 C -4.16 5.45 0.92
102 O -3.32 5.08 2.02
103 H -4.52 4.53 0.46
104 H -5.01 6.03 1.25
105 H -3.59 6.02 0.18
106 H -3.00 5.89 2.43
107 C -7.70 1.08 -4.98
108 O -7.94 0.44 -3.72
109 H -8.62 1.07 -5.54
110 H -7.38 2.12 -4.83
111 H -6.93 0.54 -5.53
112 H -7.12 0.45 -3.23
113 C 0.49 -11.10 -0.40
114 O -0.31 -10.02 -0.89
115 H 0.01 -12.02 -0.72
116 H 1.50 -11.06 -0.82
117 H 0.54 -11.08 0.69
118 H 0.10 -9.20 -0.61
119 C -0.86 -1.05 5.93
120 O -0.99 -1.29 4.52
121 H -1.85 -0.86 6.32
122 H -0.44 -1.92 6.44
123 H -0.23 -0.18 6.12
124 H -0.10 -1.47 4.18
125 C -7.62 8.05 2.42
126 O -6.91 6.82 2.52
127 H -7.56 8.38 1.39
128 H -8.68 7.92 2.68
129 H -7.18 8.81 3.06
130 H -6.97 6.52 3.43
131 C 6.44 3.37 -6.31
132 O 5.11 3.17 -5.82
133 H 6.55 4.42 -6.54
134 H 7.18 3.09 -5.56
135 H 6.61 2.79 -7.22
136 H 5.02 2.23 -5.62
137 C -3.99 -8.02 1.31
138 O -2.79 -7.27 1.11
139 H -4.50 -7.60 2.17
140 H -4.65 -7.95 0.44
141 H -3.77 -9.07 1.50
142 H -2.34 -7.65 0.34
143 C 1.25 5.97 4.58
144 O 1.07 6.16 3.18
145 H 1.23 4.90 4.78
146 H 2.21 6.38 4.90
147 H 0.45 6.45 5.14
148 H 1.09 7.11 3.03
149 C 0.06 -2.26 -7.07
150 O -0.78 -1.20 -7.53
151 H -0.36 -3.19 -7.45
152 H 1.07 -2.15 -7.46
153 H 0.09 -2.30 -5.98
154 H -0.40 -0.37 -7.20
155 C 0.65 9.67 1.57
156 O 1.37 9.32 2.75
157 H 0.41 8.75 1.04
158 H -0.29 10.19 1.82
159 H 1.24 10.31 0.92
160 H 1.59 10.13 3.22

E_HOMO: -9.654 eV
Total charge: +1

***

(2)
The following is a quantum chemistry calculation of 7 unconnected molecules or ions with the total composition C4H20O8 in a non-equilibrium geometry, from the OMol25 dataset.

Atoms and positions in Å:
1 C 0.58 2.84 0.43
2 C -0.02 1.42 0.41
3 C -0.95 1.21 1.60
4 C -0.80 -0.18 2.19
5 O 0.23 -0.70 2.51
6 O -1.97 -0.87 2.14
7 H -0.20 3.59 0.50
8 H 1.19 3.02 -0.46
9 H 1.22 2.87 1.31
10 H 0.80 0.72 0.29
11 H -0.68 1.34 -0.46
12 H -0.76 1.94 2.39
13 H -2.00 1.34 1.36
14 H -1.91 -1.81 2.34
15 O -1.53 -3.31 -0.97
16 H -2.15 -2.82 -0.43
17 H -0.77 -3.55 -0.43
18 O -0.63 -0.05 -2.73
19 H -1.50 0.20 -2.94
20 H -0.11 0.76 -2.82
21 O 1.47 -1.89 -1.64
22 H 0.78 -2.20 -1.05
23 H 0.91 -1.81 -2.43
24 O -3.08 -0.29 -0.72
25 H -2.88 -0.66 0.14
26 H -2.25 -0.36 -1.21
27 O 2.69 -0.36 1.17
28 H 2.48 0.34 1.80
29 H 2.05 -1.06 1.37
30 O 3.32 0.45 -1.40
31 H 2.99 0.30 -0.51
32 H 3.48 -0.43 -1.75

E_HOMO: -10.202 eV
Total charge: 0
Energy relative to the best compared isomer or geometry (same formula, charge and spin): 0.0 kcal/mol
SMILES: CCCC(=O)O.O.O.O.O.O.O

***

Number 1: orbital gap 6.11 eV. Number 2: orbital gap 10.09 eV.